[1]
C19H16ClN8ORuS2 as an isolated structure, computed with ωB97M-V with the def2-TZVPD basis set.

Results
- E_HOMO (alpha / beta): -8.00 / -7.90 eV
- Spin multiplicity: 2
- LUMO energy (alpha / beta): -1.2 / -1.2 eV

CARTESIAN COORDINATES (ANGSTROEM)
Ru (0.27, -0.23, -0.36)
N (-0.31, 4.08, 0.76)
C (1.05, 4.19, 0.88)
C (1.90, 5.27, 1.12)
C (3.25, 5.00, 1.18)
C (3.76, 3.71, 0.99)
C (2.92, 2.64, 0.75)
C (1.56, 2.88, 0.70)
N (0.51, 2.03, 0.50)
C (-0.59, 2.76, 0.52)
C (-1.89, 2.19, 0.31)
C (-3.12, 2.80, 0.32)
S (-4.36, 1.67, -0.03)
C (-3.15, 0.44, -0.15)
N (-1.95, 0.85, 0.04)
H (-0.98, 4.82, 0.79)
H (1.53, 6.27, 1.27)
H (3.94, 5.81, 1.38)
H (4.82, 3.56, 1.04)
H (3.29, 1.64, 0.60)
H (-3.35, 3.83, 0.51)
H (-3.40, -0.58, -0.39)
Cl (-0.92, -2.28, -0.34)
O (4.46, -1.45, -0.12)
C (3.34, -1.14, 0.03)
N (2.22, -0.83, 0.29)
N (0.66, -1.07, 2.85)
C (0.33, -1.19, 4.14)
C (-0.85, -0.51, 4.33)
C (-1.16, 0.00, 3.07)
N (-0.24, -0.35, 2.19)
H (1.46, -1.43, 2.35)
H (0.93, -1.74, 4.84)
H (-1.40, -0.40, 5.24)
H (-2.02, 0.59, 2.79)
C (1.19, 3.70, -6.39)
C (0.76, 2.33, -5.98)
C (0.50, 1.32, -6.91)
C (0.11, 0.09, -6.39)
N (0.00, -0.13, -5.10)
C (0.28, 0.88, -4.29)
S (0.13, 0.62, -2.58)
N (0.64, 2.10, -4.68)
H (1.23, 3.78, -7.47)
H (2.16, 3.92, -5.97)
H (0.49, 4.44, -5.99)
H (0.59, 1.50, -7.97)
H (-0.12, -0.76, -7.03)

---

[2]
A 15-piece molecular cluster, C63H69Br6N9O21 overall, computed with ωB97M-V with the def2-TZVPD basis set.

Results
- E_HOMO: -9.61 eV
- LUMO energy: -1.4 eV

CARTESIAN COORDINATES (ANGSTROEM)
Br (13.67, 16.54, 19.36)
C (12.57, 17.09, 20.84)
C (11.41, 16.11, 20.76)
Br (10.13, 16.36, 22.18)
H (12.27, 18.13, 20.72)
H (13.14, 17.00, 21.77)
H (11.72, 15.04, 20.82)
H (10.83, 16.22, 19.88)
Br (17.42, 14.01, 11.16)
C (18.56, 15.43, 11.86)
C (17.73, 16.60, 12.30)
Br (19.07, 17.85, 13.01)
H (19.33, 15.66, 11.11)
H (19.16, 14.99, 12.69)
H (17.09, 16.32, 13.12)
H (17.23, 17.14, 11.46)
Br (16.21, 10.95, 9.84)
C (14.69, 12.13, 9.64)
C (14.65, 12.57, 8.24)
Br (12.92, 13.46, 8.07)
H (14.79, 12.93, 10.36)
H (13.80, 11.54, 9.92)
H (14.69, 11.69, 7.57)
H (15.45, 13.23, 8.01)
C (17.48, 17.87, 17.20)
O (17.01, 17.50, 15.81)
H (18.31, 17.18, 17.41)
H (17.89, 18.86, 17.14)
H (16.67, 17.70, 17.85)
H (17.59, 17.86, 15.15)
C (15.11, 14.53, 15.64)
O (15.00, 15.63, 14.74)
H (16.11, 14.18, 15.85)
H (14.69, 14.71, 16.63)
H (14.61, 13.72, 15.14)
H (15.29, 16.45, 15.18)
C (14.19, 15.85, 10.97)
O (14.73, 16.52, 12.12)
H (13.31, 16.30, 10.59)
H (15.02, 15.88, 10.25)
H (13.95, 14.83, 11.24)
H (14.63, 15.96, 12.90)
C (13.94, 19.34, 14.44)
C (14.45, 20.06, 15.49)
C (13.79, 20.12, 16.67)
C (12.62, 19.37, 16.78)
C (12.10, 18.61, 15.76)
C (12.73, 18.64, 14.53)
N (11.91, 19.28, 18.06)
O (12.34, 19.96, 18.97)
O (11.05, 18.44, 18.21)
H (14.44, 19.39, 13.49)
H (15.36, 20.59, 15.48)
H (14.06, 20.64, 17.53)
H (11.15, 18.10, 15.97)
H (12.37, 18.14, 13.66)
C (10.79, 14.39, 14.84)
C (9.60, 13.70, 14.85)
C (8.97, 13.40, 16.07)
C (9.57, 13.89, 17.23)
C (10.70, 14.62, 17.29)
C (11.38, 14.81, 16.07)
N (9.02, 13.51, 18.58)
O (9.61, 13.89, 19.55)
O (8.06, 12.77, 18.61)
H (11.27, 14.65, 13.93)
H (9.16, 13.38, 13.94)
H (8.03, 12.90, 16.14)
H (11.05, 14.92, 18.22)
H (12.27, 15.44, 16.04)
C (12.14, 11.61, 18.36)
C (13.23, 12.50, 18.36)
C (13.83, 12.92, 19.55)
C (13.27, 12.37, 20.66)
C (12.22, 11.49, 20.73)
C (11.65, 11.05, 19.54)
N (13.82, 12.75, 22.00)
O (14.94, 13.33, 21.94)
O (13.24, 12.53, 23.04)
H (11.73, 11.28, 17.42)
H (13.59, 12.90, 17.40)
H (14.65, 13.60, 19.70)
H (11.85, 11.18, 21.69)
H (10.80, 10.40, 19.65)
C (10.66, 8.77, 11.71)
C (12.00, 8.58, 11.41)
C (12.96, 9.27, 12.16)
C (12.51, 10.16, 13.16)
C (11.20, 10.42, 13.39)
C (10.26, 9.71, 12.71)
N (13.48, 10.83, 13.98)
O (14.67, 10.73, 13.66)
O (13.12, 11.42, 14.96)
H (9.84, 8.24, 11.22)
H (12.24, 7.99, 10.53)
H (14.02, 9.21, 11.97)
H (10.94, 11.14, 14.14)
H (9.18, 9.81, 12.97)
C (15.47, 19.86, 10.39)
C (14.71, 20.79, 9.65)
C (15.32, 21.97, 9.21)
C (16.64, 22.22, 9.62)
C (17.37, 21.35, 10.38)
C (16.80, 20.14, 10.70)
N (17.31, 23.43, 9.10)
O (16.63, 24.25, 8.50)
O (18.53, 23.57, 9.29)
H (14.97, 18.97, 10.65)
H (13.69, 20.64, 9.34)
H (14.83, 22.77, 8.65)
H (18.38, 21.55, 10.63)
H (17.44, 19.44, 11.23)
C (17.74, 11.93, 14.54)
C (18.53, 12.89, 15.13)
C (19.84, 12.54, 15.50)
C (20.14, 11.21, 15.45)
C (19.35, 10.24, 14.93)
C (18.13, 10.59, 14.42)
N (21.51, 10.79, 15.77)
O (22.18, 11.31, 16.66)
O (21.86, 9.79, 15.19)
H (16.79, 12.23, 14.08)
H (18.22, 13.92, 15.23)
H (20.58, 13.23, 15.93)
H (19.67, 9.21, 14.99)
H (17.36, 9.95, 14.05)
C (22.12, 18.52, 16.20)
C (22.49, 19.14, 17.39)
C (22.27, 18.49, 18.60)
C (21.56, 17.29, 18.60)
C (21.21, 16.63, 17.46)
C (21.53, 17.26, 16.26)
N (21.28, 16.67, 19.93)
O (20.14, 16.25, 20.11)
O (22.19, 16.58, 20.74)
H (22.40, 18.98, 15.25)
H (23.06, 20.06, 17.42)
H (22.60, 18.91, 19.55)
H (20.63, 15.68, 17.55)
H (21.32, 16.80, 15.32)
C (19.71, 11.71, 21.18)
C (18.52, 12.27, 21.53)
C (17.81, 13.07, 20.65)
C (18.44, 13.34, 19.43)
C (19.71, 12.86, 19.09)
C (20.31, 11.99, 19.97)
N (17.75, 14.24, 18.53)
O (16.63, 14.56, 18.81)
O (18.33, 14.57, 17.49)
H (20.23, 11.11, 21.90)
H (18.13, 12.08, 22.51)
H (16.87, 13.48, 20.89)
H (20.13, 13.10, 18.14)
H (21.27, 11.58, 19.73)
C (15.72, 9.92, 16.93)
C (14.77, 8.98, 17.28)
C (14.48, 8.69, 18.63)
C (15.12, 9.44, 19.55)
C (15.97, 10.49, 19.27)
C (16.25, 10.70, 17.91)
N (14.84, 9.07, 20.97)
O (14.34, 8.00, 21.20)
O (15.15, 9.93, 21.83)
H (15.98, 10.09, 15.89)
H (14.32, 8.31, 16.54)
H (13.78, 7.97, 18.97)
H (16.20, 11.13, 20.10)
H (17.00, 11.44, 17.70)

---

[3]
C35H37BrP2Zn as an isolated structure, computed with ωB97M-V with the def2-TZVPD basis set.

Results
- E_HOMO (alpha / beta): -3.94 / -3.89 eV
- LUMO energy (alpha / beta): -0.3 / -0.2 eV
- Energy relative to the best compared isomer or geometry (same formula, charge and spin): 1.128 eV

CARTESIAN COORDINATES (ANGSTROEM)
Zn (-0.41, 2.06, -4.20)
C (-2.12, 1.05, -6.17)
C (-2.04, -0.25, -5.84)
C (-1.20, -1.20, -6.62)
C (0.20, -0.70, -6.97)
C (0.93, 0.12, -5.97)
C (0.67, 1.48, -5.71)
C (0.08, 2.20, -6.93)
C (-1.35, 1.71, -7.26)
C (1.24, -0.25, -0.18)
H (-3.08, 1.55, -5.92)
H (-2.79, -0.69, -5.17)
H (-1.73, -1.41, -7.57)
H (-1.12, -2.18, -6.12)
H (0.82, -1.61, -7.13)
H (0.21, -0.22, -7.96)
H (1.74, -0.36, -5.42)
H (1.48, 2.07, -5.21)
H (0.69, 2.10, -7.85)
H (0.08, 3.29, -6.72)
H (-1.95, 2.58, -7.57)
H (-1.35, 1.03, -8.11)
H (0.93, 0.76, 0.07)
H (1.89, -0.68, 0.60)
H (0.37, -0.90, -0.32)
P (-1.72, -0.52, -2.25)
P (2.12, -0.10, -1.71)
C (-0.26, -0.98, -3.14)
C (1.10, -0.82, -2.99)
C (-2.60, -2.08, -1.88)
C (-2.93, -3.13, -2.78)
C (-3.62, -4.25, -2.31)
C (-3.92, -4.40, -0.95)
C (-3.56, -3.39, -0.05)
C (-2.89, -2.26, -0.51)
C (-2.89, 0.64, -3.12)
C (-2.56, 2.03, -3.47)
C (-3.46, 3.06, -3.14)
C (-4.81, 2.76, -3.06)
C (-5.20, 1.42, -3.01)
C (-4.27, 0.37, -3.04)
C (3.62, -1.11, -1.64)
C (3.41, -2.45, -1.29)
C (4.47, -3.28, -0.97)
C (5.78, -2.79, -1.13)
C (6.02, -1.49, -1.58)
C (4.93, -0.64, -1.87)
C (2.62, 1.56, -2.19)
C (2.48, 2.63, -1.29)
C (2.80, 3.92, -1.68)
C (3.25, 4.18, -2.97)
C (3.33, 3.14, -3.89)
C (3.09, 1.81, -3.49)
H (-0.52, -1.71, -3.94)
H (1.77, -1.29, -3.71)
H (-2.65, -3.08, -3.83)
H (-3.93, -5.04, -3.00)
H (-4.44, -5.28, -0.58)
H (-3.79, -3.48, 1.00)
H (-2.57, -1.49, 0.19)
H (-2.14, 2.24, -4.42)
H (-3.07, 4.06, -3.00)
H (-5.55, 3.55, -2.98)
H (-6.26, 1.19, -2.93)
H (-4.61, -0.66, -2.93)
H (2.39, -2.83, -1.26)
H (4.28, -4.29, -0.59)
H (6.62, -3.44, -0.91)
H (7.05, -1.11, -1.69)
H (5.10, 0.36, -2.27)
H (2.14, 2.41, -0.29)
H (2.68, 4.73, -0.95)
H (3.54, 5.19, -3.27)
H (3.60, 3.36, -4.93)
H (3.24, 0.96, -4.18)
Br (-0.58, 2.22, -1.72)

---

[4]
The molecule C19H28N8O2, computed with ωB97M-V with the def2-TZVPD basis set.

Results
- E_HOMO: -9.04 eV
- SMILES: Cc1cncc(C(=O)N[C@@H](C)CCNC(=O)[C@@H]2CCCN2Cc2nnn(C)n2)c1
- LUMO energy: 0.7 eV
- Energy relative to the best compared isomer or geometry (same formula, charge and spin): 0.972 eV

CARTESIAN COORDINATES (ANGSTROEM)
C (3.69, 1.28, -2.72)
C (3.03, 2.18, -1.72)
C (3.75, 3.11, -0.98)
N (3.22, 3.93, -0.08)
C (1.91, 3.86, 0.12)
C (1.08, 2.97, -0.56)
C (-0.38, 3.00, -0.24)
O (-0.86, 3.96, 0.34)
N (-1.13, 1.95, -0.67)
C (-2.56, 1.92, -0.35)
C (-3.31, 3.01, -1.11)
C (-3.19, 0.56, -0.66)
C (-2.52, -0.66, -0.03)
N (-1.62, -1.34, -1.00)
C (-0.28, -1.55, -0.61)
O (0.59, -0.73, -0.83)
C (-0.01, -2.85, 0.13)
C (-0.45, -4.08, -0.69)
C (-1.76, -4.52, -0.04)
C (-1.52, -4.18, 1.42)
N (-0.84, -2.89, 1.34)
C (-0.15, -2.51, 2.57)
C (0.49, -1.18, 2.43)
N (-0.17, 0.00, 2.39)
N (0.73, 0.92, 2.17)
N (1.88, 0.29, 2.09)
C (3.13, 0.98, 1.83)
N (1.79, -1.01, 2.24)
C (1.66, 2.12, -1.49)
H (3.40, 1.55, -3.74)
H (4.78, 1.34, -2.66)
H (3.40, 0.24, -2.56)
H (4.83, 3.18, -1.12)
H (1.48, 4.54, 0.84)
H (-0.64, 1.08, -0.83)
H (-2.66, 2.11, 0.73)
H (-4.37, 2.99, -0.84)
H (-2.91, 3.99, -0.87)
H (-3.22, 2.84, -2.18)
H (-4.22, 0.62, -0.31)
H (-3.26, 0.43, -1.75)
H (-1.97, -0.36, 0.86)
H (-3.28, -1.37, 0.29)
H (-1.57, -0.75, -1.83)
H (1.06, -2.88, 0.36)
H (-0.55, -3.85, -1.75)
H (0.31, -4.86, -0.59)
H (-2.59, -3.93, -0.44)
H (-1.98, -5.57, -0.20)
H (-2.44, -4.09, 2.00)
H (-0.89, -4.94, 1.89)
H (-0.89, -2.47, 3.37)
H (0.62, -3.24, 2.84)
H (3.50, 0.68, 0.85)
H (2.93, 2.04, 1.84)
H (3.85, 0.72, 2.60)
H (1.06, 1.42, -2.05)

---

[5]
C16H17CaN3O4 as an isolated structure, computed with ωB97M-V with the def2-TZVPD basis set.

Results
- E_HOMO: -8.86 eV
- LUMO energy: 0.3 eV
- Energy relative to the best compared isomer or geometry (same formula, charge and spin): 0.000 eV

CARTESIAN COORDINATES (ANGSTROEM)
Ca (0.92, -0.52, 0.45)
O (-1.13, 2.46, -0.07)
C (-0.21, 2.00, 0.62)
N (1.08, 1.86, 0.33)
C (1.45, 2.26, -1.01)
C (2.45, 1.35, -1.68)
C (3.25, 1.87, -2.70)
C (4.13, 1.05, -3.37)
C (4.21, -0.29, -3.01)
C (3.39, -0.74, -2.00)
N (2.54, 0.06, -1.34)
C (-0.60, 1.49, 2.01)
C (-1.65, 2.13, 2.65)
C (-2.04, 1.70, 3.91)
C (-1.38, 0.61, 4.47)
C (-0.38, 0.00, 3.75)
N (0.02, 0.43, 2.55)
H (1.89, 3.26, -1.00)
H (0.57, 2.33, -1.67)
H (3.17, 2.92, -2.95)
H (4.76, 1.44, -4.16)
H (4.88, -0.97, -3.51)
H (3.41, -1.77, -1.69)
H (-2.14, 2.96, 2.15)
H (-2.84, 2.19, 4.44)
H (-1.66, 0.23, 5.44)
H (0.13, -0.88, 4.13)
C (-2.71, -1.82, 0.68)
C (-1.79, -1.98, -0.52)
C (-2.55, -2.33, -1.79)
O (-1.08, -0.72, -0.74)
C (-0.72, -3.07, -0.18)
O (-0.99, -4.22, -0.47)
O (0.33, -2.66, 0.44)
H (-3.45, -1.04, 0.49)
H (-2.13, -1.56, 1.57)
H (-3.23, -2.76, 0.87)
H (-3.37, -1.62, -1.95)
H (-2.95, -3.34, -1.71)
H (-1.88, -2.29, -2.65)
H (-1.71, 0.01, -0.77)

---

[6]
The molecule C3H5NOS2, computed with ωB97M-V with the def2-TZVPD basis set.

Results
- E_HOMO: -8.31 eV
- SMILES: O[C@H]1C=CSN1S
- LUMO energy: 0.6 eV
- Energy relative to the best compared isomer or geometry (same formula, charge and spin): 2.860 eV

CARTESIAN COORDINATES (ANGSTROEM)
O (1.59, 0.25, 0.97)
C (0.74, 0.28, -0.09)
C (0.43, -1.04, -0.70)
C (-0.80, -1.54, -0.57)
S (-1.81, -0.62, 0.48)
N (-0.65, 0.81, 0.59)
S (-1.25, 2.26, 0.09)
H (1.59, -0.58, 1.50)
H (1.17, 1.12, -0.78)
H (0.99, -1.38, -1.59)
H (-1.35, -2.34, -1.02)
H (-0.65, 2.77, 1.12)

---

[7]
An isolated ion of composition C4H10NO2 and charge -1, computed with ωB97M-V with the def2-TZVPD basis set.

Results
- E_HOMO: -2.41 eV
- SMILES: C[C@@H](O)[C@H](N)C[O-]
- Total charge: -1
- LUMO energy: 3.8 eV
- Energy relative to the best compared isomer or geometry (same formula, charge and spin): 3.085 eV

CARTESIAN COORDINATES (ANGSTROEM)
C (-0.12, -1.51, 0.78)
C (-0.61, -0.75, -0.44)
O (-2.03, -0.52, -0.34)
C (0.07, 0.62, -0.66)
N (1.44, 0.32, -1.15)
C (0.20, 1.57, 0.60)
O (0.50, 2.81, 0.29)
H (0.35, -0.82, 1.47)
H (-0.93, -2.04, 1.27)
H (0.56, -2.35, 0.58)
H (-0.44, -1.26, -1.38)
H (-2.40, -1.01, 0.38)
H (-0.50, 1.10, -1.43)
H (2.10, 0.65, -0.45)
H (1.63, 0.86, -1.95)
H (-0.75, 1.37, 1.19)
H (0.93, 0.97, 1.24)

---

[8]
A 2-piece molecular cluster, C3H9NO3 overall, computed with ωB97M-V with the def2-TZVPD basis set.

Results
- E_HOMO: -10.18 eV
- SMILES: CCNC(=O)O.O
- LUMO energy: 0.6 eV
- Energy relative to the best compared isomer or geometry (same formula, charge and spin): 0.323 eV

CARTESIAN COORDINATES (ANGSTROEM)
C (-0.48, -1.24, -1.13)
C (0.18, -1.25, 0.23)
N (-0.46, -0.48, 1.27)
C (-0.46, 0.87, 1.36)
O (0.17, 1.64, 0.65)
O (-1.44, 1.28, 2.19)
H (0.20, -0.90, -1.94)
H (-1.03, -2.16, -1.28)
H (-1.23, -0.44, -1.22)
H (0.21, -2.28, 0.64)
H (1.22, -0.94, 0.11)
H (-1.26, -0.86, 1.75)
H (-1.48, 2.24, 2.15)
O (2.34, 1.34, -1.50)
H (2.03, 1.83, -2.27)
H (1.52, 1.33, -1.00)

---

[9]
A 2-piece molecular cluster, C8H12N4OS overall, computed with ωB97M-V with the def2-TZVPD basis set.

Results
- E_HOMO (alpha / beta): -7.79 / -7.79 eV
- LUMO energy (alpha / beta): -2.4 / -2.4 eV
- Energy relative to the best compared isomer or geometry (same formula, charge and spin): 7.962 eV

CARTESIAN COORDINATES (ANGSTROEM)
C (3.00, -0.19, -0.82)
C (3.89, 0.25, 0.26)
C (0.27, -2.25, -1.24)
C (-0.50, -2.41, -2.50)
C (-1.70, -0.34, -0.02)
C (-0.82, 0.11, 0.95)
C (-0.44, -0.71, 2.10)
C (-0.28, 1.41, 0.79)
N (0.83, -0.55, -2.58)
N (-1.44, -3.15, -2.83)
N (1.94, -0.83, -0.54)
N (1.08, -1.20, -1.47)
O (-0.10, -1.28, -3.22)
S (3.48, 0.31, 1.90)
H (3.25, 0.14, -1.80)
H (4.91, 0.55, 0.03)
H (0.50, -2.92, -0.44)
H (-2.27, -1.24, -0.01)
H (-1.73, 0.46, -0.88)
H (0.50, -1.14, 2.05)
H (-1.15, -1.52, 2.07)
H (-0.51, -0.02, 2.97)
H (0.70, 1.75, 1.16)
H (-0.88, 2.01, 1.63)
H (-0.48, 1.73, -0.23)
H (-1.90, -2.95, -3.82)